The following is a DFT calculation (ωB97M-V/def2-TZVPD) of the molecule C11H21NOS in a non-equilibrium geometry.

Structure (XYZ):
```
35
C11H21NOS | the OMol25 dataset | ωB97M-V/def2-TZVPD
C 2.20 -0.81 0.68
H -2.39 -2.27 -0.39
C 0.18 0.50 -0.02
H 0.66 -1.66 -1.65
H -3.54 -1.54 1.77
H 1.72 1.30 0.97
N -2.84 1.09 -0.51
H -1.40 -0.16 -1.24
C 1.64 0.52 0.24
C -2.61 -1.23 1.35
C -1.84 -2.28 0.54
H -3.75 1.56 -0.41
H 3.44 1.18 -1.06
H 3.18 -0.80 1.33
H 1.86 0.60 -3.18
H 2.62 -1.17 -0.25
H 1.85 1.97 -1.26
H 1.57 -1.57 1.17
C -0.18 0.94 2.51
H 0.10 -0.93 -3.03
C -0.31 0.28 -1.36
H -0.80 0.45 3.29
S -2.48 0.46 1.22
O -0.44 2.34 2.76
H -1.93 -3.31 0.86
H -0.83 2.74 1.98
C -0.66 0.58 1.03
C 0.61 -0.72 -2.13
C 2.30 0.97 -1.10
H -2.04 1.64 -0.91
H 0.87 0.83 2.78
H -0.60 1.14 -1.84
C 2.01 -0.02 -2.26
H 2.74 -0.78 -2.28
H -0.91 -1.87 0.43
```

ΔE to the lowest compared entry with this formula, charge and spin   113.16 kcal/mol
E_LUMO   0.57 eV
Charge   0



The following is a DFT calculation (ωB97M-V/def2-TZVPD) of a structure of composition C3H6N2OS in a non-equilibrium geometry.

Structure (XYZ):
```
13
C3H6N2OS | the OMol25 dataset | ωB97M-V/def2-TZVPD
N -0.48 1.93 -0.03
C 0.04 -1.28 0.05
S 1.69 -1.09 0.53
H 0.86 3.18 1.98
H -1.50 -0.67 -2.30
H 1.28 1.19 1.04
H -0.92 1.61 1.78
H -0.70 1.09 -1.76
C 0.19 2.01 1.37
N -0.82 -0.42 -0.45
O -1.79 -0.92 -1.31
C -0.61 0.95 -0.69
H -0.37 -2.27 0.27
```

ΔE to the lowest compared entry with this formula, charge and spin   204.97 kcal/mol
E_LUMO   -0.39 eV
Charge   0



The following is a DFT calculation (ωB97M-V/def2-TZVPD) of the molecule C8H16N3OPS in a non-equilibrium geometry.

Structure (XYZ):
```
30
C8H16N3OPS | the OMol25 dataset | ωB97M-V/def2-TZVPD
O -0.68 -0.72 1.43
C 0.25 0.03 -2.84
C -2.27 1.40 -0.11
H -0.31 -3.00 0.37
H -2.62 1.87 -1.09
H -0.83 0.43 -2.65
C -0.50 -2.02 -1.43
H -1.39 -3.83 -0.73
H 1.14 1.44 -1.49
H -1.57 1.80 1.95
N 0.93 -0.58 -0.51
S 0.04 -1.75 -3.10
H -1.74 3.39 0.98
H 3.26 0.80 2.31
H 2.24 -0.76 2.13
H 0.50 0.42 -3.73
H 1.57 1.94 3.32
H -1.37 -1.47 -1.16
C 1.18 0.28 -1.69
C 1.21 1.01 2.91
N -0.81 1.61 0.01
P 0.05 0.27 0.67
C -0.39 -3.32 -0.71
H -2.70 0.50 0.30
H 0.38 0.50 3.28
H 0.26 -4.09 -1.10
C 2.25 0.29 2.17
C -1.65 2.28 0.98
N 1.22 1.11 1.50
H 2.34 0.16 -1.99
```

E_LUMO (spin up / spin down)   0.88 / -2.13 eV
Multiplicity   3
Charge   0



The following is a DFT calculation (ωB97M-V/def2-TZVPD) of a structure of composition C12H26F6HgN2O11S5 in a non-equilibrium geometry.

Structure (XYZ):
```
63
C12H26F6HgN2O11S5 | the OMol25 dataset | ωB97M-V/def2-TZVPD
C -24.99 29.68 31.27
H -21.28 30.37 23.38
F -21.78 37.00 29.93
H -21.14 25.54 26.88
H -18.86 25.54 29.84
O -22.37 29.30 30.48
H -20.46 25.31 29.00
F -20.88 35.36 28.69
O -19.13 36.05 32.62
H -13.82 36.39 30.33
S -21.41 31.51 25.50
H -19.04 24.18 28.81
F -18.64 33.80 35.23
O -16.35 33.28 28.76
C -14.19 36.24 29.31
H -22.32 27.31 32.50
C -23.23 27.90 32.56
H -19.91 24.62 25.93
H -14.10 32.77 29.64
H -22.92 29.59 24.84
O -19.30 27.73 27.84
H -15.09 36.84 29.15
C -20.86 36.02 29.90
N -14.63 34.83 28.99
H -13.59 33.78 30.73
F -19.63 36.54 30.08
H -24.64 30.59 31.76
S -21.35 34.69 31.22
Hg -19.17 30.91 29.83
F -20.53 35.04 34.86
H -25.33 29.84 30.25
H -16.52 35.31 28.46
C -19.66 34.07 34.47
H -21.72 29.13 26.12
O -16.76 29.08 31.33
H -23.23 30.08 26.39
S -23.56 28.52 30.91
F -20.35 32.89 34.32
C -19.37 25.22 28.94
O -20.65 31.64 26.83
O -21.70 35.44 32.43
C -15.86 34.46 28.69
S -18.91 26.31 27.48
H -20.29 26.17 25.41
H -25.90 29.30 31.74
N -19.97 33.80 31.38
H -24.05 27.32 32.98
O -18.45 28.81 32.44
C -22.38 29.91 25.74
O -17.67 34.06 32.45
O -22.57 33.96 30.76
C -13.74 33.80 29.65
H -15.96 27.71 32.40
H -19.82 31.22 23.48
S -19.02 34.61 32.58
O -16.73 27.55 32.95
H -22.99 28.78 33.16
H -13.54 36.63 28.53
H -12.77 33.91 29.16
C -17.32 28.51 32.30
C -20.20 25.59 26.33
H -19.90 29.80 24.45
C -20.50 30.64 24.10
```

ΔE to the lowest compared entry with this formula, charge and spin   153.34 kcal/mol
E_LUMO   -5.67 eV
Charge   0



The following is a DFT calculation (ωB97M-V/def2-TZVPD) of a cluster of 2 separate species, C2H7N5O in total in a non-equilibrium geometry.

Structure (XYZ):
```
15
C2H7N5O | the OMol25 dataset | ωB97M-V/def2-TZVPD
H 2.84 -0.29 -1.24
H -1.02 -1.43 -0.17
N -0.66 0.18 2.04
N 0.08 1.05 -1.48
H -2.76 -1.71 0.48
C 1.81 -0.66 -1.34
C -1.80 -1.23 0.56
H 0.39 1.65 2.48
N -0.34 1.37 1.83
N -1.62 -0.43 1.52
H -0.55 1.88 0.17
H 1.76 -1.69 -0.97
O 0.93 0.14 -0.58
N -0.59 1.84 -0.92
H 1.52 -0.63 -2.39
```

ΔE to the lowest compared entry with this formula, charge and spin   125.52 kcal/mol
E_LUMO   0.54 eV
Charge   0



The following is a DFT calculation (ωB97M-V/def2-TZVPD) of a structure of composition C24H57CaF6I2N4O3PS in a non-equilibrium geometry.

Structure (XYZ):
```
99
C24H57CaF6I2N4O3PS | the OMol25 dataset | ωB97M-V/def2-TZVPD
C 2.78 -4.37 -0.41
H -2.99 2.51 -3.23
C 1.30 -4.80 -0.70
C 2.05 3.96 7.49
O 5.49 2.27 2.05
C -5.87 1.53 -4.68
H -3.94 1.83 -5.64
H 0.16 -6.77 -1.97
H 0.57 7.31 5.90
H -2.68 0.27 -4.22
H 4.68 3.09 0.34
N -0.18 -5.90 -2.36
C 0.16 -1.55 -0.68
N -5.82 2.59 -3.60
H -5.49 1.32 -1.95
H -4.91 2.98 -1.73
O 0.42 -3.70 -2.75
H 0.69 3.58 9.13
H 0.58 2.38 7.85
H 2.42 -3.44 -3.27
C 1.74 -1.62 -2.36
H -0.92 -5.55 -1.74
C -7.22 2.98 -3.14
F 8.65 -8.96 -1.39
C -8.54 0.73 -2.98
H 2.32 4.86 8.05
H 1.61 0.04 -4.27
H 0.63 -4.15 -0.11
I 5.82 -4.65 -0.38
H -4.24 3.68 -4.57
H 0.97 6.48 7.39
F 9.71 -6.52 -0.25
H 3.63 -6.30 0.15
H 1.27 -2.57 -4.30
H 3.03 2.47 5.52
C -4.97 2.15 -2.43
H 0.15 4.92 5.59
C 2.21 3.11 5.20
C 1.46 -2.87 -3.24
F 8.14 -9.03 0.76
H 2.93 -0.65 0.04
H 2.50 3.46 4.20
H 1.44 5.50 4.54
H 1.06 1.58 4.17
C 1.19 5.28 5.58
H 6.38 2.47 1.77
O 0.57 -0.97 -1.86
H -0.11 -2.63 -0.75
C -3.68 0.58 -3.90
H -7.10 3.89 -2.55
H -3.05 1.29 -1.97
C -8.00 1.98 -2.28
N 2.12 4.26 6.07
H 2.82 -4.09 0.67
H -8.87 2.53 -1.91
C 0.72 3.45 8.04
H 5.06 1.34 0.26
H 1.76 -5.35 -2.81
F 7.86 -7.01 -1.31
C 0.94 2.25 5.04
H -0.14 3.99 7.63
Ca 0.22 -0.45 2.72
H 0.53 -1.33 1.50
H 1.75 0.52 -0.21
C 1.26 6.59 6.34
C 3.84 -5.52 -0.61
H 3.14 -3.51 -1.01
H -7.80 -0.07 -3.01
H -6.42 0.69 -4.29
H 0.78 1.61 5.91
H -4.16 -0.31 -3.46
H 0.04 2.85 4.88
H -7.79 3.23 -4.04
H -9.40 0.35 -2.44
C 1.15 -1.34 0.54
I -1.73 -0.53 -0.14
H 1.18 -5.83 -0.28
F 10.19 -8.53 0.13
H -7.44 1.70 -1.39
H 2.84 3.24 7.75
C -4.49 1.05 -5.10
H -4.60 0.22 -5.81
H -6.42 1.95 -5.53
H -8.86 0.95 -4.00
H 3.69 -5.91 -1.63
H 2.49 -1.89 -1.59
C -5.24 3.87 -4.19
S 2.62 -0.38 -3.43
H 1.77 -2.27 0.60
H -5.89 4.19 -4.99
C 0.92 -4.91 -2.22
H 3.67 1.91 1.21
F 7.87 -6.96 0.89
H -5.20 4.62 -3.40
P 8.74 -7.84 -0.20
C 4.68 2.15 0.90
C -3.59 1.68 -2.85
N 2.09 -0.22 0.41
H 2.26 7.02 6.30
```

ΔE to the lowest compared entry with this formula, charge and spin   27.19 kcal/mol
E_LUMO   -8.68 eV
Charge   +2



The following is a DFT calculation (ωB97M-V/def2-TZVPD) of a cluster of 2 separate species, C34H58NO9S in total in a non-equilibrium geometry.

Structure (XYZ):
```
103
C34H58NO9S | the OMol25 dataset | ωB97M-V/def2-TZVPD
H 1.79 5.07 -2.20
C -2.97 -5.25 5.33
C -3.33 1.64 -2.86
C -4.91 -2.04 -0.12
H 3.92 -1.85 -0.79
O -1.57 -5.27 5.13
H -1.89 2.74 -4.21
H 2.44 5.05 -4.46
O -5.44 -3.13 -0.18
H -2.20 -2.55 0.72
H -3.16 -4.94 6.36
H 1.81 -1.57 0.47
C -5.13 2.97 -0.55
H -3.06 0.93 -0.34
C 1.99 4.06 -4.13
H 4.19 -0.96 0.76
C -2.01 2.58 2.42
H 4.24 4.48 -2.73
C 2.43 -3.98 6.36
H -0.13 0.68 1.65
H 0.43 -5.10 2.46
H -0.18 -0.80 -2.88
O -1.60 3.07 -3.34
H -0.63 -1.58 -0.94
C 2.14 -0.72 -0.22
H 6.33 1.28 -2.26
H 0.06 2.12 0.67
C 0.14 0.98 0.59
C 3.14 2.98 -4.07
H 2.53 -5.00 6.72
C -1.21 -5.47 3.77
H 3.59 2.93 -5.12
H -5.03 0.43 -3.92
H -3.38 -6.26 5.18
H 3.03 -3.88 5.45
H 1.69 -0.96 -1.23
C 1.66 0.63 0.45
H 0.88 -4.99 4.15
C 0.09 -4.74 3.44
H -1.07 -6.55 3.62
H -1.05 3.12 2.23
H 2.21 2.87 -1.54
H 1.35 0.90 -2.22
C -2.54 1.68 1.51
H 5.34 3.35 -3.73
C 0.55 1.70 -2.38
H -1.99 -0.70 -2.79
C -1.04 -0.89 -0.12
H -3.46 -4.54 4.66
H -3.69 -0.80 -1.46
H -2.54 5.38 -1.14
C -2.11 1.47 0.01
H -2.00 -5.12 3.10
H 0.63 -1.74 6.20
H -6.24 2.81 -0.49
O 4.34 0.17 -1.09
H 0.97 0.19 -4.99
H -1.23 -2.97 4.98
H 0.18 4.81 -2.93
C -0.81 1.06 -1.86
H -2.94 -0.98 1.18
C 3.74 -0.85 -0.27
C -2.35 2.79 -0.90
C 6.54 1.43 -1.15
H 7.45 0.85 -0.82
N -0.92 0.58 -0.41
H 6.67 2.54 -1.01
O 1.06 -3.72 6.10
H -2.56 2.77 3.39
S -1.88 4.46 -0.35
H 2.81 1.93 -3.83
H 2.10 0.57 1.51
C 4.38 3.43 -3.13
O 5.04 1.38 0.78
C -2.42 -1.50 0.31
O -1.08 0.35 -4.34
H 2.81 -3.29 7.13
H 0.60 1.85 -3.51
H -0.28 -0.20 -6.25
H 1.25 3.77 -4.94
H -3.32 0.99 1.96
H 0.03 -1.40 -4.92
C 0.85 -2.49 5.44
H -0.58 -1.58 4.15
H 2.32 1.44 0.00
C 5.22 0.98 -0.36
C 1.19 4.30 -2.79
C -4.17 0.94 -3.42
H 4.42 2.68 -2.29
C -0.34 -2.59 4.48
C -3.53 -1.71 -0.81
C -3.95 2.88 -0.86
H 1.74 -2.18 4.88
C -1.92 2.16 -2.31
O -0.06 -3.33 3.29
O -5.60 -1.02 0.60
C 1.11 3.04 -1.79
H -0.37 -1.23 0.74
H -3.23 -2.56 -1.50
H -5.84 -0.34 -0.08
C -1.07 -0.07 -2.99
H 0.66 3.44 -0.84
C -0.06 -0.29 -5.14
```

E_LUMO   -2.08 eV
Charge   +1



The following is a DFT calculation (ωB97M-V/def2-TZVPD) of a cluster of 5 separate species, CH10O5 in total in a non-equilibrium geometry.

Structure (XYZ):
```
16
CH10O5 | the OMol25 dataset | ωB97M-V/def2-TZVPD
H -2.06 2.07 -6.02
H 2.33 1.72 0.61
O 3.44 0.18 0.02
H -2.28 0.88 -5.10
H -0.19 2.78 2.26
O -1.78 -2.60 1.36
C 2.78 1.17 -0.22
H -1.08 -2.01 1.09
O 0.27 -3.06 3.52
H -0.62 -2.89 3.17
H -1.78 -3.40 0.83
H 0.79 -3.32 2.75
O -2.51 1.81 -5.21
H -0.21 2.33 0.79
O 0.25 2.91 1.42
H 2.67 1.45 -1.27
```

ΔE to the lowest compared entry with this formula, charge and spin   21.97 kcal/mol
E_LUMO   0.02 eV
Charge   0